This record from the Open Molecules 2025 dataset describes 2 unconnected molecules or ions with the total composition C4H12O in a non-equilibrium geometry. The level of theory is ωB97M-V/def2-TZVPD.

Output
HOMO-LUMO gap in eV: 10.6396
ΔE to the lowest compared entry with this formula, charge and spin in kcal/mol: 48.2
Energy in eV: -6388.0324

CARTESIAN COORDINATES (ANGSTROEM)
C -1.62 -1.07 2.06
C -1.25 -1.13 0.44
O -1.33 -2.23 2.68
H -1.16 -0.11 2.47
H -2.76 -1.05 2.05
H -0.76 -0.31 0.19
H -0.49 -2.00 3.15
H -2.15 -1.27 -0.08
H -0.54 -2.01 0.51
C 1.82 0.73 -1.87
C 1.16 2.05 -1.50
H 2.90 1.07 -2.03
H 1.85 0.14 -1.02
H 1.45 0.15 -2.70
H 0.72 2.29 -2.53
H 1.87 2.81 -1.06
H 0.30 1.93 -0.79

natural (NBO) atomic charge list, values in e, 5 entries: -0.057 -0.629 -0.700 0.156 0.160